Record 1
# CH6NO

2 unconnected molecules or ions with the total composition CH6NO in a non-equilibrium geometry (ωB97M-V/def2-TZVPD, the OMol25 dataset).

* LUMO energy: 4.76 eV
* energy above the lowest of the compared OMol25 structures with the same formula, charge and spin: 33.0 kJ/mol
* charge: -1
* HOMO level: -0.0844 Ha
* calculated total energy: -4671.02566 eV

Element x y z (Å)
O1 1.00 -1.70 1.46
H1 0.73 -2.33 2.10
C1 0.25 0.71 -0.73
N1 -1.20 0.71 -0.43
H2 0.82 0.05 -0.05
H3 0.66 1.71 -0.80
H4 0.41 0.16 -1.66
H5 -1.45 -0.27 -0.44
H6 -1.24 0.97 0.55

Record 2
# CH6NO

2 unconnected molecules or ions with the total composition CH6NO in a non-equilibrium geometry (ωB97M-V/def2-TZVPD, the OMol25 dataset).

* LUMO energy: 4.31 eV
* energy above the lowest of the compared OMol25 structures with the same formula, charge and spin: 59.5 kJ/mol
* charge: -1
* HOMO level: -0.0790 Ha
* calculated total energy: -4670.75103 eV

Element x y z (Å)
O1 -1.63 -2.18 0.46
H1 -0.96 -2.16 1.16
C1 0.71 0.85 -0.61
N1 -0.04 0.38 0.51
H2 0.72 0.10 -1.42
H3 1.77 1.02 -0.37
H4 0.37 1.79 -1.05
H5 -0.95 0.77 0.50
H6 0.01 -0.57 0.82